96
Properties=species:S:1:pos:R:3 method="wB97M-V/def2-TZVPD" smiles="CC[C@@H](F)c1c2c(c(Br)c(C)c1P(CC)CC)N(CC(C)C)c1cc([C@@H](Cl)CC)c(N(C)C(C)=O)c(B(O)O)c1S2.CNC(C)=O" spin_multiplicity=1 e_lumo_ha=-0.00416
C -2.035 -0.325 2.696
Br 0.308 0.227 -4.002
B -1.615 -1.111 4.049
H 2.449 1.800 -2.875
O -1.582 -2.562 3.984
H 0.698 -4.779 -0.081
C -5.309 1.338 0.818
C 1.490 -6.466 -2.105
H 4.833 -5.080 -4.458
H 0.983 7.336 1.236
P 3.441 -4.436 -1.854
C 1.016 -0.752 -2.404
H -6.001 0.456 1.021
C 1.079 3.108 -1.518
H 1.914 -5.069 2.409
H -4.741 2.907 -0.671
H -0.966 2.576 -2.501
H -0.306 -3.371 0.739
H 2.472 -1.479 -4.781
C -4.766 -2.600 2.259
H -5.590 -2.407 1.493
H 5.545 -3.035 -2.016
C -3.503 0.091 2.438
H -2.852 1.667 -0.949
H 0.508 -5.901 -1.896
H 1.641 8.629 0.183
H -7.764 2.025 -0.255
C 0.311 -4.335 0.894
H -5.228 1.328 -1.480
H 4.579 6.542 0.984
C 2.487 2.767 -2.271
C 5.204 -4.059 -2.434
H -4.928 -3.681 2.633
H -1.440 0.441 5.197
H -0.532 4.400 -2.526
H 5.256 -3.212 -4.543
C 1.470 7.555 0.283
N 3.733 7.079 1.115
H 1.954 -6.744 -1.082
C -3.788 0.849 1.084
H -5.512 1.266 4.814
C -0.913 -0.037 1.658
S 0.863 -0.551 1.942
H -4.375 -0.044 5.519
H -0.402 -5.076 1.420
C 2.518 -5.615 -3.013
H -3.706 1.344 4.514
C -0.116 3.335 -2.567
N -0.097 0.901 -0.723
C 0.727 -0.328 -0.943
C 2.200 -2.463 0.022
O 2.990 5.986 -0.692
H 2.722 8.534 2.269
C 2.733 -3.201 1.332
H 0.239 2.669 0.510
H 1.155 -2.750 -4.705
H -0.857 -2.873 4.585
H 5.889 -4.831 -1.921
H 1.774 1.749 0.107
H 2.926 -2.368 2.112
H 4.482 8.735 2.102
N -4.657 -0.139 3.316
F 3.981 -3.891 1.176
C 5.442 -4.207 -4.020
H 1.066 -3.492 2.804
H 2.779 3.599 -3.020
C 1.887 -2.043 -2.664
O -1.269 -0.522 5.312
C -4.596 0.607 4.605
H 3.303 2.722 -1.453
H 1.221 -7.468 -2.617
C 1.325 -1.182 0.243
H 3.280 -6.367 -3.444
H -7.154 2.829 -1.878
H 0.809 7.234 -0.523
C -5.487 2.028 -0.615
C -1.161 0.674 0.272
C -2.651 1.124 0.032
H 3.829 7.452 3.147
H 1.262 4.132 -1.011
C 3.674 8.010 2.221
O -5.533 -2.048 4.517
H 1.925 -5.116 -3.852
H 0.337 3.218 -3.626
H 6.549 -4.484 -4.200
C 1.539 -4.101 1.939
C -6.967 2.692 -0.752
H 2.879 -3.268 -4.357
C 0.758 2.073 -0.331
H -7.000 3.738 -0.291
C 2.774 6.811 0.186
Cl -5.685 2.672 2.072
C -5.007 -1.547 3.471
H -3.710 -2.550 1.831
C 2.454 -2.881 -1.449
C 2.139 -2.410 -4.197